[1]
Molecular formula: C4H6O2
Method: DFT, the ωB97M-V functional and the def2-TZVPD basis

The value obtained for the HOMO-LUMO gap is 10.902 eV. Its energy is -8338.4978 eV. The SMILES is C[C@H]1O[C@H]1C=O.

```
12
Properties=species:S:1:pos:R:3:lowdin_charge:R:1
C -1.3885 0.6473 0.3021 -0.03
C -0.6398 -0.6421 0.0654 -0.29
O -0.1674 -0.7833 -1.2575 0.00
C 0.8060 -0.7800 -0.2270 -0.21
C 1.7601 0.3689 -0.1505 -0.19
O 2.9225 0.1851 0.1201 0.07
H -2.0266 0.5446 1.1744 0.08
H -0.7737 1.5429 0.4387 0.07
H -2.0353 0.8051 -0.5707 0.09
H -1.1131 -1.5472 0.4628 0.14
H 1.3074 -1.7340 -0.0612 0.15
H 1.3601 1.3899 -0.3167 0.13
```

[2]
Molecular formula: C4H6O2
Method: DFT, the ωB97M-V functional and the def2-TZVPD basis

The value obtained for the HOMO-LUMO gap is 10.191 eV. Its energy is -8338.0921 eV. The SMILES is O=C1CC(O)C1.

```
12
Properties=species:S:1:pos:R:3:lowdin_charge:R:1
O -1.7929 0.8433 0.5146 -0.06
C -0.3822 0.7756 0.2783 -0.28
C 0.5631 -0.2992 1.0338 -0.03
C 1.0722 -0.9882 -0.2390 -0.38
O 1.9858 -1.7284 -0.5424 0.09
C 0.0123 -0.2008 -0.9673 -0.06
H -2.1797 1.1464 -0.3299 0.10
H -0.0695 1.7885 -0.0282 0.14
H -0.0832 -0.9914 1.5732 0.13
H 1.3884 0.1255 1.5827 0.11
H 0.3720 0.3379 -1.8307 0.11
H -0.8864 -0.8093 -1.0452 0.13
```

[3]
Molecular formula: C4H6O2
Method: DFT, the ωB97M-V functional and the def2-TZVPD basis

The value obtained for the HOMO-LUMO gap is 9.577 eV. Its energy is -8336.2718 eV. The SMILES is O=C=C1COC1.[H][H].

```
12
Properties=species:S:1:pos:R:3:lowdin_charge:R:1
O -1.4826 -2.1254 -0.7755 0.15
C -0.8376 -1.2187 -0.4121 -0.24
C -0.0527 -0.1915 -0.2010 -0.23
C 0.4284 0.7702 0.8670 -0.15
O 1.5688 1.0865 0.0487 -0.10
C 1.1617 0.1915 -0.9955 -0.14
H -2.0833 -0.5717 1.0800 0.11
H -2.0718 -0.0052 0.5910 0.10
H -0.1776 1.6643 1.0752 0.12
H 0.7259 0.3111 1.8192 0.12
H 1.8698 -0.6260 -1.1612 0.12
H 0.9510 0.7151 -1.9356 0.12
```

[4]
Molecular formula: C4H6O2
Method: DFT, the ωB97M-V functional and the def2-TZVPD basis

The value obtained for the HOMO-LUMO gap is 11.064 eV. Its energy is -8338.0983 eV. The SMILES is C[C@H]1O[C@H]1C=O.

```
12
Properties=species:S:1:pos:R:3:lowdin_charge:R:1
C -1.2473 0.6314 0.3329 -0.03
C -0.5756 -0.6311 -0.1605 -0.30
O -0.2387 -0.5895 -1.5389 0.02
C 0.8219 -0.7279 -0.6164 -0.23
C 1.5714 0.3382 0.0916 -0.22
O 2.1391 0.0044 1.1068 0.06
H -0.9676 0.9048 1.3550 0.09
H -1.0272 1.4720 -0.3346 0.09
H -2.3278 0.4657 0.3062 0.08
H -0.9006 -1.5592 0.2972 0.15
H 1.3038 -1.7044 -0.6393 0.16
H 1.4485 1.3954 -0.1999 0.14
```

[5]
Molecular formula: C4H6O2
Method: DFT, the ωB97M-V functional and the def2-TZVPD basis

The value obtained for the HOMO-LUMO gap is 10.285 eV. Its energy is -8338.7686 eV. The SMILES is O=C1CC(O)C1.

```
12
Properties=species:S:1:pos:R:3:lowdin_charge:R:1
O 1.3735 -1.1673 0.7098 -0.03
C 0.4898 -0.5915 -0.2261 -0.33
C -0.9642 -0.6378 0.3151 -0.03
C -1.0367 0.8583 0.0498 -0.42
O -1.9001 1.6422 -0.2463 0.09
C 0.4234 0.9944 -0.2620 -0.03
H 2.2834 -1.0343 0.4139 0.10
H 0.5949 -1.0628 -1.2099 0.14
H -0.9683 -0.8560 1.3884 0.13
H -1.6962 -1.2656 -0.1987 0.12
H 0.2722 1.6240 -1.1467 0.13
H 1.0995 1.4998 0.4290 0.12
```

[6]
Molecular formula: C4H6O2
Method: DFT, the ωB97M-V functional and the def2-TZVPD basis

The value obtained for the HOMO-LUMO gap is 10.539 eV. Its energy is -8338.5406 eV.

```
12
Properties=species:S:1:pos:R:3:lowdin_charge:R:1
O -2.2995 -0.6069 0.8371 0.07
C -1.3257 0.0465 1.1220 -0.20
C 0.0899 -0.3219 0.7179 -0.29
C 0.2831 -0.6768 -0.7605 -0.07
C 0.8456 0.7488 -0.8500 -0.16
O 0.8926 0.8587 0.5879 -0.09
H -1.3935 0.9865 1.7112 0.14
H 0.4949 -1.0259 1.4582 0.16
H -0.6171 -0.9227 -1.3270 0.11
H 1.0463 -1.4425 -0.9124 0.11
H 0.1517 1.4842 -1.2776 0.12
H 1.8318 0.8722 -1.3067 0.12
```

[7]
Molecular formula: C4H6O2
Method: DFT, the ωB97M-V functional and the def2-TZVPD basis

The value obtained for the HOMO-LUMO gap is 9.352 eV. Its energy is -8337.4712 eV. The SMILES is O=C=CO.C=C.

```
12
Properties=species:S:1:pos:R:3:lowdin_charge:R:1
O 2.7184 -0.3985 -1.0653 -0.03
C 1.4385 -0.2733 -0.5463 -0.20
C -1.4449 -0.2240 1.0970 -0.08
C -1.8671 -0.0418 -0.1520 -0.08
C 0.9757 0.9477 -0.3078 -0.19
O 0.7052 2.0623 -0.0866 0.16
H 3.3374 -0.4002 -0.3291 0.09
H 0.8045 -1.1453 -0.5127 0.10
H -1.3590 -1.2128 1.5403 0.06
H -1.1795 0.6125 1.7364 0.06
H -1.9801 0.9481 -0.5854 0.06
H -2.1492 -0.8748 -0.7884 0.06
```

[8]
Molecular formula: C4H6O2
Method: DFT, the ωB97M-V functional and the def2-TZVPD basis

The value obtained for the HOMO-LUMO gap is 9.648 eV. Its energy is -8335.6905 eV.

```
12
Properties=species:S:1:pos:R:3:lowdin_charge:R:1
C -1.4270 -0.2833 -0.3915 0.00
C -0.5025 -0.6197 0.7557 -0.40
O -0.7320 -1.4993 1.5556 0.09
C 0.7930 0.1526 0.8934 -0.34
C 1.8427 0.0175 -0.1547 0.14
O 0.7475 1.4152 0.1771 -0.04
H -0.8913 0.0706 -1.2764 0.08
H -2.0359 -1.1562 -0.6356 0.09
H -2.0943 0.5263 -0.0739 0.10
H 1.1014 0.2490 1.9370 0.15
H 1.3806 -0.4097 -1.0600 0.04
H 1.7142 1.6623 0.1200 0.10
```

[9]
Molecular formula: C4H6O2
Method: DFT, the ωB97M-V functional and the def2-TZVPD basis

The value obtained for the HOMO-LUMO gap is 10.948 eV. Its energy is -8336.6276 eV. The SMILES is O=CC[C@H]1CO1.

```
12
Properties=species:S:1:pos:R:3:lowdin_charge:R:1
O 1.5143 1.3223 0.9469 0.06
C 1.7486 0.4520 0.1461 -0.25
C 0.7243 -0.5397 -0.4021 -0.11
C -0.5933 -0.6475 0.3524 -0.14
C -1.4573 0.5252 0.3411 -0.20
O -1.8911 -0.4599 -0.5578 -0.12
H 2.7733 0.3472 -0.2836 0.12
H 1.2283 -1.4985 -0.5539 0.11
H 0.4664 -0.1604 -1.4058 0.14
H -1.3244 -1.4853 0.4699 0.16
H -2.0776 0.7761 1.1956 0.12
H -1.1116 1.3686 -0.2488 0.12
```

[10]
Molecular formula: C4H6O2
Method: DFT, the ωB97M-V functional and the def2-TZVPD basis

The value obtained for the HOMO-LUMO gap is 10.982 eV. Its energy is -8338.5090 eV. The SMILES is O=CC[C@H]1CO1.

```
12
Properties=species:S:1:pos:R:3:lowdin_charge:R:1
O -2.1702 0.7795 -0.6278 0.06
C -1.3333 0.2513 -1.3212 -0.25
C 0.0915 0.0096 -0.8914 -0.11
C 0.3522 0.4193 0.5355 -0.31
C 0.7174 -0.5576 1.5611 -0.11
O 1.6964 0.2846 0.9706 -0.04
H -1.5789 -0.0800 -2.3525 0.12
H 0.7435 0.5743 -1.5742 0.13
H 0.3391 -1.0482 -1.0536 0.13
H -0.1430 1.3366 0.8528 0.15
H 0.4941 -0.3571 2.6081 0.11
H 0.7911 -1.6122 1.2926 0.11
```

For reference, relative energy (zero: lowest compared OMol25 entry of this formula, charge and spin) by record: 45.3; 54.6; 96.6; 54.5; 39.0; 44.3; 68.9; 110.0; 88.4; 45.0 kcal/mol.
For reference, HOMO level by record: -10.14; -9.44; -8.81; -10.09; -9.55; -9.69; -8.83; -9.30; -10.05; -10.02 eV.